88
Properties=species:S:1:pos:R:3:forces:R:3:lowdin_charge:R:1 method="wB97M-V/def2-TZVPD" e_lumo_ev=-4.20 orbital_gap_ha=0.2455 fmax_ev_per_a=1.363 charge=+1
C -3.146 -0.946 -2.769 0.0618 0.0227 0.5145 -0.09
C -2.324 -1.484 -1.600 0.6161 0.1256 -0.4426 -0.23
C -1.647 -0.379 -0.763 -0.9873 -0.3507 0.4011 -0.18
N -0.241 -0.606 -0.442 0.0748 0.1636 -0.3829 0.07
N 0.651 -0.414 -1.516 -0.1268 -0.0743 0.1963 -0.03
N 0.127 -0.013 -2.650 0.2121 0.0477 -0.1522 0.23
C 0.919 0.245 -3.682 0.0204 -0.2226 0.5235 -0.15
C 0.294 0.705 -4.953 -0.0856 0.0378 -0.0004 -0.11
C 0.662 2.146 -5.321 0.0816 0.0721 -0.1123 -0.15
C -0.020 3.169 -4.430 -0.4923 -0.0292 0.0156 -0.25
O -1.242 3.547 -5.064 0.0685 -0.1990 0.0754 -0.05
C 2.314 0.060 -3.564 0.3841 -0.0095 0.0000 -0.20
O 3.150 0.321 -4.594 0.0103 -0.3936 0.4335 0.11
C 2.839 -0.334 -2.346 -0.8110 0.0422 0.0893 0.13
C 1.960 -0.577 -1.285 0.4886 0.4043 -0.6118 -0.10
C 2.489 -1.037 0.055 -0.1405 -0.3490 -0.5205 -0.09
O 2.191 -0.207 1.148 -0.0032 -0.4488 0.1697 0.07
C 2.590 1.083 1.071 -0.2983 -0.4741 -0.2111 -0.77
F 2.817 1.521 2.264 0.2597 0.4280 1.2678 0.24
F 1.641 1.824 0.522 -0.6890 0.6152 -0.5779 0.18
F 3.680 1.230 0.329 0.7573 0.0189 -0.4823 0.19
H -3.395 -1.750 -3.454 -0.1445 0.0080 -0.1366 0.08
H -2.574 -0.180 -3.288 0.0246 -0.0066 -0.1942 0.05
H -4.061 -0.483 -2.407 -0.1397 0.0036 -0.0765 0.08
H -1.530 -2.119 -2.006 -0.0091 -0.0841 -0.0281 0.10
H -2.917 -2.127 -0.954 -0.1311 -0.0277 0.0447 0.11
H -1.821 0.606 -1.182 0.3755 0.1291 -0.1506 0.12
H -2.132 -0.354 0.213 0.1382 0.1103 0.1507 0.11
H -0.131 -1.571 -0.142 0.1462 0.0073 0.1444 0.15
H 0.607 0.024 -5.747 -0.0710 -0.0590 -0.1175 0.13
H -0.786 0.632 -4.849 -0.0838 -0.1153 -0.0609 0.12
H 1.740 2.282 -5.335 0.1100 0.0076 0.1063 0.11
H 0.315 2.318 -6.338 0.0011 0.0966 -0.0826 0.13
H -0.269 2.731 -3.458 0.2562 0.0118 0.1761 0.11
H 0.610 4.040 -4.259 0.0646 0.0938 -0.0341 0.12
H -1.886 3.754 -4.381 -0.0226 0.1907 -0.0353 0.08
H 2.886 -0.166 -5.386 -0.1117 0.2477 -0.1583 0.14
H 3.902 -0.458 -2.208 0.0852 0.0251 -0.0144 0.14
H 2.066 -2.014 0.279 -0.0301 -0.0378 0.2271 0.15
H 3.558 -1.179 -0.078 0.1313 0.0329 0.1771 0.11
C -4.487 0.485 3.795 -0.0086 0.0046 -0.0054 -0.09
C -4.162 1.628 4.512 0.0052 -0.0003 0.0032 -0.08
C -2.847 2.072 4.557 -0.0057 0.0043 -0.0073 -0.09
C -1.855 1.374 3.883 0.0002 0.0160 -0.0140 -0.09
C -2.181 0.231 3.166 0.0312 -0.0256 -0.0608 -0.11
C -3.495 -0.215 3.123 0.0084 -0.0176 -0.0550 -0.12
H -5.512 0.139 3.763 -0.0044 0.0014 0.0005 0.10
H -4.935 2.175 5.036 -0.0017 -0.0011 0.0090 0.11
H -2.595 2.960 5.121 -0.0018 0.0067 -0.0003 0.11
H -0.830 1.720 3.917 0.0047 -0.0046 0.0133 0.10
H -1.405 -0.315 2.641 0.0281 -0.0072 0.0373 0.09
H -3.746 -1.112 2.568 -0.0142 -0.0061 0.0112 0.09
C -5.294 -4.468 5.238 -0.0050 -0.0168 -0.0158 -0.09
C -4.458 -3.588 4.565 -0.0003 0.0300 -0.0054 -0.09
C -3.226 -4.022 4.097 -0.0018 -0.0050 -0.0186 -0.10
C -2.831 -5.338 4.294 0.0050 0.0113 -0.0110 -0.10
C -3.669 -6.220 4.963 0.0026 -0.0066 0.0028 -0.09
C -4.899 -5.784 5.437 -0.0001 0.0030 -0.0020 -0.09
H -6.253 -4.129 5.608 -0.0031 0.0016 0.0039 0.10
H -4.763 -2.561 4.412 0.0042 0.0095 0.0328 0.08
H -2.569 -3.330 3.584 0.0044 0.0116 0.0132 0.09
H -1.870 -5.677 3.931 0.0039 -0.0062 0.0057 0.10
H -3.362 -7.246 5.118 0.0021 -0.0034 0.0054 0.10
H -5.549 -6.470 5.963 -0.0036 -0.0044 -0.0006 0.10
C -2.438 5.959 -1.429 -0.0054 -0.0124 -0.0238 -0.10
C -1.945 4.827 -0.796 0.0152 -0.0327 -0.0558 -0.11
C -0.599 4.751 -0.459 -0.0152 -0.1068 -0.0434 -0.11
C 0.251 5.809 -0.748 0.0104 -0.0211 -0.0241 -0.10
C -0.244 6.942 -1.380 0.0021 0.0020 -0.0101 -0.09
C -1.587 7.016 -1.722 0.0051 -0.0007 -0.0061 -0.09
H -3.487 6.022 -1.688 -0.0076 0.0070 0.0076 0.10
H -2.610 4.004 -0.561 -0.0115 0.0082 0.0296 0.10
H -0.217 3.861 0.028 0.0146 0.0341 0.0578 0.08
H 1.299 5.752 -0.481 0.0017 0.0077 0.0106 0.10
H 0.417 7.769 -1.602 0.0012 0.0050 -0.0015 0.10
H -1.971 7.900 -2.214 -0.0023 0.0066 0.0033 0.11
C 7.311 -2.343 1.542 -0.0058 -0.0134 0.0171 -0.09
C 8.076 -3.481 1.324 -0.0029 -0.0076 -0.0050 -0.08
C 7.931 -4.202 0.146 0.0009 0.0075 0.0076 -0.08
C 7.026 -3.785 -0.819 -0.0109 -0.0138 -0.0236 -0.09
C 6.263 -2.646 -0.601 -0.0270 0.0213 0.0430 -0.11
C 6.404 -1.928 0.579 -0.0830 0.0339 -0.0455 -0.11
H 7.424 -1.782 2.460 0.0045 0.0052 0.0007 0.11
H 8.786 -3.805 2.072 0.0014 -0.0047 0.0052 0.11
H 8.527 -5.089 -0.021 0.0082 -0.0005 -0.0033 0.11
H 6.918 -4.344 -1.739 0.0020 -0.0028 -0.0015 0.10
H 5.561 -2.318 -1.361 0.0180 -0.0099 -0.0222 0.08
H 5.810 -1.036 0.750 0.0457 0.0318 0.0107 0.09



33
Properties=species:S:1:pos:R:3:forces:R:3:nbo_charge:R:1 method="wB97M-V/def2-TZVPD" e_lumo_ev=-2.78 orbital_gap_ha=0.3827 fmax_ev_per_a=1.060 charge=+1
C 0.099 2.482 -2.250 0.0404 0.0015 -0.0966 -0.33
C 0.466 1.225 -2.428 0.0876 -0.2170 0.0996 -0.25
C -3.199 0.598 -0.419 0.2184 0.0196 0.0708 -0.60
C 2.122 -0.957 2.301 0.0831 -0.1124 0.0354 -0.73
C 0.923 -2.023 -0.272 0.3129 -0.0936 -0.3312 -0.45
C 1.537 0.581 -1.592 0.0216 0.0697 -0.2867 -0.13
C -1.780 0.624 0.142 -0.0985 -0.1696 -0.0707 -0.41
C -1.048 -0.645 -0.281 -0.2703 0.5945 -0.1391 -0.25
C 0.712 -0.499 2.209 -0.2032 0.3246 -0.8114 0.88
N 0.355 -0.743 0.124 0.6563 0.0583 0.8305 -0.10
O -0.191 -1.319 2.670 -0.2191 -0.0188 0.4012 -0.63
O 0.413 0.777 2.276 -0.1956 -0.1397 0.3829 -0.64
O 1.159 0.362 -0.218 -0.0835 -0.0174 0.2126 -0.42
H -0.674 2.942 -2.839 -0.1813 0.0547 -0.1499 0.22
H 0.569 3.105 -1.505 0.1238 0.1041 0.1359 0.20
H 0.001 0.605 -3.181 -0.1206 0.0165 -0.1470 0.21
H -3.183 0.540 -1.505 -0.0396 -0.0069 -0.1023 0.21
H -3.753 -0.257 -0.038 -0.1171 -0.0718 0.0017 0.21
H -3.728 1.502 -0.136 -0.1178 0.0652 0.0082 0.23
H 2.489 -0.650 3.284 -0.0734 0.0137 0.0218 0.28
H 2.176 -2.041 2.251 -0.0038 0.0103 -0.0537 0.26
H 2.754 -0.497 1.546 -0.1053 0.0297 -0.0389 0.26
H 0.520 -2.789 0.388 -0.0540 -0.0329 0.0148 0.23
H 0.667 -2.283 -1.302 -0.0122 0.0027 -0.0070 0.21
H 2.006 -1.998 -0.176 -0.0508 0.0190 0.0164 0.23
H 2.381 1.266 -1.471 -0.0471 -0.1447 -0.0804 0.22
H 1.901 -0.345 -2.043 -0.0009 0.0488 0.0925 0.19
H -1.826 0.711 1.227 0.0506 0.0413 0.0191 0.19
H -1.256 1.497 -0.246 0.0518 -0.0489 0.1422 0.23
H -1.543 -1.523 0.141 0.0618 -0.0439 -0.0515 0.22
H -1.103 -0.724 -1.375 0.0062 -0.1423 0.0609 0.21
H -1.047 -0.883 2.834 0.2048 0.0425 -0.0965 0.52
H 1.084 1.359 1.887 0.0747 -0.2568 -0.0835 0.53